Entry 1:
Entry from the Open Molecules 2025 dataset: a molecular structure, C20H46CoO2P4 at a distorted geometry (ωB97M-V/def2-TZVPD).

Energy = -100334.947 eV
2S+1 = 5
Total charge = +3
Frontier orbital gap (alpha / beta) = 7.902 / 5.632 eV
M = 501.41 g mol⁻¹
Highest occupied orbital energy (alpha / beta) = -16.52 / -17.96 eV
Energy above the lowest of the compared OMol25 structures with the same formula, charge and spin = 0.000 eV

Atoms and positions in Å:
Co (0.491284, 0.194348, -0.962519)
P (1.887873, -0.766193, 0.818106)
P (1.199105, 2.090748, -0.393421)
P (-0.838137, -1.379814, -0.978732)
H (2.205409, 1.565999, -3.413969)
C (1.238624, 1.113268, -3.685011)
C (0.269836, 1.970287, -4.073557)
H (0.350656, 3.065343, -4.019338)
C (3.040907, -1.861569, -0.077925)
C (2.996760, 0.370677, 1.736071)
C (1.348042, -1.712453, 2.289800)
C (0.425670, 3.382314, -1.390330)
C (1.014534, 2.909055, 1.245715)
C (2.934914, 1.949117, -1.107617)
C (-2.615430, -1.075314, -1.253928)
C (-0.993045, -2.691287, 0.296451)
C (-0.103227, -2.339460, -2.342141)
H (1.255961, 0.046296, -3.944183)
H (-0.584469, 1.668456, -4.682620)
H (3.893093, -2.086875, 0.565874)
H (3.386046, -1.377476, -0.995001)
H (2.509263, -2.780057, -0.339159)
H (3.723102, -0.246373, 2.277034)
H (2.397950, 0.937263, 2.454498)
H (3.537517, 1.081372, 1.108820)
H (0.969522, -2.718328, 2.058902)
H (0.569811, -1.143578, 2.832449)
H (2.248227, -1.806754, 2.931314)
H (0.334058, 4.300021, -0.800870)
H (-0.557512, 3.068984, -1.755453)
H (1.115513, 3.497622, -2.222288)
H (1.858209, 3.583006, 1.454220)
H (0.888905, 2.180357, 2.057454)
H (0.096675, 3.510945, 1.198860)
H (3.450313, 2.907727, -0.998127)
H (2.850847, 1.704882, -2.167940)
H (3.550119, 1.140910, -0.682778)
H (-3.161411, -1.634135, -0.476035)
H (-2.919553, -1.394216, -2.256126)
H (-2.851352, -0.013761, -1.139350)
H (-1.678602, -3.467300, -0.083050)
H (-1.404762, -2.266647, 1.220348)
H (-0.026190, -3.165658, 0.517202)
H (-0.846169, -2.539177, -3.117942)
H (0.281394, -3.286399, -1.953396)
H (0.727097, -1.785125, -2.798285)
C (-3.252592, 0.547238, -4.900289)
C (-2.055638, 0.025418, -4.340537)
C (-1.560985, -1.164816, -4.902353)
C (-2.469944, -2.082604, -5.477215)
C (-3.719748, -1.601048, -5.848217)
C (-4.031747, -0.249177, -5.751677)
O (-3.626994, 1.836824, -4.662195)
H (-3.109939, 2.182779, -3.905354)
H (-1.540318, 0.592105, -3.542862)
H (-0.471273, -1.377245, -4.878785)
H (-2.160858, -3.089307, -5.742247)
H (-4.442015, -2.255046, -6.295151)
H (-4.862532, 0.200524, -6.334850)
C (-1.355017, 1.823355, 3.685369)
P (-2.142103, 1.232814, 2.175072)
C (-3.504591, 0.195163, 2.722844)
C (-2.849310, 2.643627, 1.327231)
O (-1.136198, 0.509524, 1.326031)
H (-2.122504, 2.001786, 4.450044)
H (-0.813884, 2.759406, 3.491654)
H (-0.652894, 1.052490, 4.036888)
H (-4.205625, 0.761304, 3.354549)
H (-4.053115, -0.195668, 1.854274)
H (-3.084526, -0.635949, 3.306969)
H (-2.221501, 3.527658, 1.486689)
H (-2.925915, 2.424078, 0.255989)
H (-3.846613, 2.831316, 1.738101)

Force components x, y, z for each atom (eV/Å):
Co 1.6 -0.1 0.7
P 0.6 -0.2 0.5
P 0.7 2.7 0.5
P -2.9 -3.1 0.7
H -1.0 -0.6 -0.4
C -0.1 0.9 -1.0
C 0.5 0.0 -0.9
H 0.3 -0.7 0.1
C -0.2 0.1 0.2
C 0.0 0.2 -0.1
C -0.1 -0.2 0.3
C 0.3 0.4 -0.2
C 0.4 -0.5 0.5
C 0.1 0.2 0.6
C -0.3 0.1 -0.2
C 0.3 0.0 0.2
C 0.0 -0.2 -0.4
H -0.2 0.4 0.1
H 0.5 0.0 0.4
H 0.0 -0.2 -0.1
H 0.1 -0.1 0.1
H 0.2 0.0 0.0
H -0.1 0.1 -0.1
H 0.2 -0.2 0.0
H -0.1 -0.2 0.4
H 0.2 0.5 0.2
H 0.4 -0.3 -0.3
H -0.6 0.0 -0.3
H 0.1 -0.1 -0.4
H 0.2 0.2 0.1
H -0.3 0.6 -0.1
H -0.2 -0.2 -0.1
H 0.2 0.3 -0.3
H 0.3 -0.3 -0.1
H 0.1 -0.1 0.0
H 0.2 0.4 0.9
H -0.4 0.5 -0.1
H 0.1 0.2 -0.5
H -0.1 -0.1 0.3
H 0.1 -0.1 0.0
H 0.2 0.3 0.0
H 0.1 -0.1 -0.2
H -0.4 0.2 -0.2
H 0.2 -0.2 0.3
H 0.0 0.1 -0.1
H -0.1 -0.3 0.0
C 0.0 2.2 1.1
C 0.7 -1.2 -0.2
C 0.7 1.3 1.1
C 0.4 0.6 -0.6
C -1.1 0.9 -0.3
C -1.1 -0.9 -1.1
O 0.6 -2.5 0.0
H -0.2 0.1 -0.5
H -0.2 -0.6 -0.9
H -1.1 -0.1 0.4
H 0.0 0.1 0.1
H -0.1 -0.2 -0.4
H 0.5 -0.4 0.7
C -0.2 0.2 0.1
P 0.1 -0.1 0.7
C -0.1 -0.1 -0.1
C -0.2 0.2 0.1
O 0.4 -0.5 -0.8
H 0.3 0.0 -0.1
H -0.1 -0.3 0.2
H -0.3 0.2 0.0
H 0.2 -0.2 -0.2
H 0.1 0.0 0.3
H -0.2 0.2 -0.2
H -0.2 -0.1 -0.1
H 0.0 0.1 0.2
H 0.1 0.2 -0.2

***

Entry 2:
Entry from the Open Molecules 2025 dataset: 3 unconnected molecules or ions with the total composition C20H46F3O8P (ωB97M-V/def2-TZVPD).

Energy = -55302.506 eV
2S+1 = 1
Frontier orbital gap = 9.729 eV
M = 502.55 g mol⁻¹
Highest occupied orbital energy = -9.18 eV

Atoms and positions in Å:
C (8.776716, -1.519910, 1.166450)
C (7.301697, -1.149998, 1.319881)
O (6.613596, -1.499890, 0.128817)
C (5.206590, -1.443878, 0.247665)
C (4.652196, -0.008576, 0.087455)
O (3.753498, 0.357304, 1.112096)
P (2.064547, 0.008961, 0.822972)
C (1.749627, 0.197764, 2.604962)
C (0.255795, -0.399220, 0.379937)
C (-0.498654, -1.497161, 1.142780)
C (0.096907, -2.879195, 1.055482)
F (1.356712, -2.955881, 1.551128)
F (-0.630780, -3.775164, 1.741163)
F (0.170297, -3.323473, -0.216444)
H (9.370387, -0.663453, 0.827077)
H (9.193286, -1.845312, 2.125281)
H (8.874768, -2.329777, 0.438569)
H (6.843938, -1.676962, 2.169930)
H (7.200788, -0.065913, 1.496839)
H (4.803621, -2.116601, -0.519887)
H (4.880200, -1.828518, 1.229381)
H (4.185816, 0.107442, -0.905876)
H (5.504418, 0.684304, 0.117293)
H (1.969756, 1.158555, 0.021968)
H (2.473918, -1.170153, 0.168933)
H (2.621914, 0.627070, 3.103315)
H (1.570963, -0.797711, 3.030082)
H (0.866994, 0.825674, 2.755705)
H (-0.350413, 0.517182, 0.438139)
H (0.277937, -0.676343, -0.685750)
H (-1.510822, -1.593929, 0.721022)
H (-0.634466, -1.260155, 2.205998)
C (-5.606827, -4.100735, 1.540940)
O (-5.305385, -3.282024, 2.649045)
C (-3.951373, -2.899352, 2.781695)
C (-3.786007, -1.411484, 3.001090)
O (-4.151100, -0.592813, 1.905922)
C (-5.524161, -0.390592, 1.626336)
C (-6.245106, 0.533356, 2.581949)
O (-6.400785, -0.033664, 3.866798)
C (-6.099113, 0.811041, 4.954690)
H (-5.508168, -5.161561, 1.792359)
H (-6.640523, -3.907791, 1.252266)
H (-4.960563, -3.878164, 0.686689)
H (-3.372516, -3.205484, 1.903717)
H (-3.520219, -3.406861, 3.654378)
H (-2.712333, -1.240614, 3.117315)
H (-4.262907, -1.091341, 3.929901)
H (-6.060790, -1.335373, 1.519855)
H (-5.531865, 0.108315, 0.653487)
H (-7.236968, 0.731883, 2.154145)
H (-5.708996, 1.487200, 2.639250)
H (-5.303987, 1.520269, 4.705928)
H (-5.759691, 0.185233, 5.780441)
H (-6.982669, 1.368846, 5.281457)
C (2.111105, 1.413309, -6.395953)
O (0.866303, 1.736218, -5.817807)
C (0.328266, 0.774900, -4.933651)
C (-0.112515, 1.371539, -3.614661)
O (0.929906, 1.871312, -2.798845)
C (1.586591, 3.073114, -3.158540)
C (0.756848, 4.331520, -3.033508)
O (-0.271127, 4.404496, -3.999930)
C (-1.538216, 4.797313, -3.523539)
H (1.982816, 0.868625, -7.336949)
H (2.635988, 2.345960, -6.604727)
H (2.727174, 0.812815, -5.719993)
H (1.051595, -0.025762, -4.744167)
H (-0.557552, 0.320837, -5.396970)
H (-0.537016, 0.545537, -3.036110)
H (-0.905766, 2.108065, -3.759248)
H (2.046984, 3.005325, -4.146396)
H (2.392776, 3.166376, -2.425602)
H (1.438234, 5.181826, -3.170613)
H (0.344454, 4.394861, -2.020171)
H (-1.705498, 4.459349, -2.496237)
H (-2.293019, 4.342200, -4.165439)
H (-1.658028, 5.884887, -3.562962)

Force components x, y, z for each atom (eV/Å):
C 0.0 0.2 0.1
C 0.1 0.2 -0.1
O 0.0 -0.2 0.0
C -0.2 0.1 0.0
C 0.1 0.1 0.0
O 0.0 -0.2 0.0
P 0.1 0.2 -0.1
C 0.3 0.0 0.3
C -0.2 -0.1 -0.1
C -0.3 0.1 -0.1
C 0.3 0.1 -0.1
F -0.1 0.1 0.1
F -0.2 -0.1 0.1
F 0.0 0.1 0.0
H -0.1 -0.2 -0.1
H -0.1 0.0 -0.2
H 0.0 0.1 0.2
H 0.1 0.0 -0.1
H 0.0 -0.2 0.1
H 0.1 0.2 0.1
H 0.1 0.1 -0.2
H 0.1 0.0 0.1
H -0.2 -0.1 0.0
H 0.0 0.0 -0.1
H 0.0 -0.1 0.1
H -0.2 0.0 -0.1
H -0.1 0.2 -0.1
H 0.1 -0.2 0.0
H 0.2 -0.1 0.1
H 0.0 0.1 0.1
H 0.2 0.0 0.2
H 0.2 -0.1 -0.2
C 0.0 -0.1 0.1
O -0.1 0.2 -0.1
C 0.1 -0.2 0.1
C 0.1 0.0 0.2
O 0.1 0.0 -0.1
C -0.1 0.0 -0.1
C -0.2 0.1 0.0
O 0.2 -0.1 0.0
C -0.1 0.0 0.0
H 0.0 0.0 0.0
H 0.0 0.0 0.0
H 0.0 0.0 0.0
H 0.0 0.0 0.0
H 0.1 0.0 0.0
H 0.0 0.0 0.1
H -0.2 -0.1 -0.1
H 0.0 0.0 0.2
H 0.0 0.0 0.0
H 0.0 0.1 0.0
H 0.0 0.0 0.0
H 0.0 0.0 0.0
H 0.0 0.0 0.0
H 0.0 0.1 0.0
C -0.1 0.0 -0.1
O 0.1 0.2 0.2
C -0.1 -0.1 -0.1
C -0.1 -0.1 0.0
O 0.1 -0.1 0.2
C 0.1 0.0 0.0
C 0.0 0.2 0.0
O 0.0 -0.3 0.0
C 0.1 0.1 0.0
H 0.0 -0.1 0.0
H 0.0 0.0 0.0
H 0.0 0.0 0.0
H 0.0 0.0 0.0
H 0.0 -0.1 0.0
H 0.0 0.0 0.0
H 0.1 0.1 -0.1
H -0.2 0.0 0.0
H 0.0 0.0 0.0
H 0.0 0.0 0.1
H 0.0 0.0 0.0
H 0.0 0.0 0.0
H 0.0 0.0 0.0
H 0.0 0.0 0.1

***

Entry 3:
Entry from the Open Molecules 2025 dataset: a molecular structure, C20H46HoO3P4S at a distorted geometry (ωB97M-V/def2-TZVPD).

Energy = -101392.145 eV
2S+1 = 5
Total charge = +3
Frontier orbital gap (alpha / beta) = 4.725 / 4.868 eV
M = 655.48 g mol⁻¹
Highest occupied orbital energy (alpha / beta) = -15.60 / -15.60 eV

Atoms and positions in Å:
Ho (-0.236174, 0.410098, 0.394003)
P (-0.784353, -2.361452, 0.966432)
P (2.635774, 0.247802, 1.147881)
P (0.778525, -1.122054, -1.741747)
H (-2.110500, 2.513897, 0.442272)
C (-2.124900, 1.894550, -0.471433)
C (-2.560746, 0.577113, -0.507080)
H (-3.188998, 0.131262, 0.280303)
C (-1.771224, -2.573611, 2.497674)
C (0.585714, -3.501494, 1.419874)
C (-1.774985, -3.468803, -0.113291)
C (3.425370, 1.782911, 0.501431)
C (3.317185, 0.301976, 2.856951)
C (3.799754, -1.016072, 0.481800)
C (-0.515133, -1.447603, -3.003997)
C (1.645027, -2.735962, -1.887817)
C (1.996497, -0.087886, -2.633268)
H (-2.005237, 2.483775, -1.382400)
H (-2.591813, 0.016877, -1.449980)
H (-2.731548, -2.055328, 2.401246)
H (-1.216842, -2.178008, 3.357736)
H (-1.959845, -3.646431, 2.644415)
H (1.098435, -3.108307, 2.306396)
H (1.308009, -3.604284, 0.602890)
H (0.160539, -4.488471, 1.654974)
H (-2.751232, -3.001652, -0.299894)
H (-1.928518, -4.423548, 0.412690)
H (-1.277441, -3.656810, -1.072044)
H (4.502305, 1.765392, 0.713548)
H (2.972947, 2.647985, 1.000391)
H (3.262163, 1.868870, -0.577444)
H (4.410923, 0.382231, 2.802579)
H (3.043027, -0.610376, 3.400531)
H (2.907838, 1.162716, 3.400369)
H (4.772904, -0.904477, 0.979580)
H (3.942576, -0.915165, -0.597938)
H (3.416367, -2.020062, 0.698923)
H (0.002206, -1.641069, -3.951788)
H (-1.174283, -0.580189, -3.125672)
H (-1.121300, -2.320117, -2.730501)
H (1.903859, -2.875411, -2.947465)
H (1.003474, -3.567791, -1.573821)
H (2.566632, -2.739911, -1.294722)
H (1.890148, -0.274923, -3.710074)
H (3.021017, -0.326235, -2.321255)
H (1.820153, 0.982872, -2.469561)
C (-1.014970, 3.087543, -4.748506)
C (-0.075200, 3.902445, -5.418717)
C (-0.467960, 4.741234, -6.466819)
C (-1.814892, 4.781037, -6.872881)
C (-2.745975, 3.960031, -6.234114)
C (-2.358242, 3.117715, -5.187552)
S (-0.486385, 1.965166, -3.500188)
H (-0.166756, 2.558942, -2.262318)
H (0.975919, 3.873943, -5.095705)
H (0.266491, 5.372233, -6.973061)
H (-2.127664, 5.449961, -7.681972)
H (-3.797383, 3.978604, -6.556121)
H (-3.087686, 2.483467, -4.686610)
C (0.853034, -1.575079, 5.515723)
O (0.452183, -1.038827, 4.226109)
P (0.295466, 0.594565, 3.985517)
O (-0.769688, 0.999182, 5.127938)
C (-1.752222, 0.188164, 5.841929)
O (-0.966331, 0.717969, 2.444828)
C (-2.363134, 0.966008, 2.777628)
H (1.745622, -2.191858, 5.357062)
H (0.040266, -2.201079, 5.902010)
H (1.094905, -0.804301, 6.259711)
H (-2.295965, -0.517557, 5.195076)
H (-1.265407, -0.333985, 6.672783)
H (-2.467218, 0.908382, 6.250674)
H (-2.917119, 0.022771, 2.739857)
H (-2.365094, 1.365763, 3.795794)
H (-2.782892, 1.710738, 2.090230)

Force components x, y, z for each atom (eV/Å):
Ho 1.8 -1.4 1.1
P -0.4 -1.4 1.0
P 1.7 0.4 0.2
P 0.5 -0.7 -1.4
H -0.2 -0.5 -0.2
C -2.4 -1.1 -0.3
C -1.2 2.6 -0.9
H 1.0 0.0 0.3
C -0.1 0.3 0.1
C 0.4 0.4 -0.2
C -0.1 0.4 -0.4
C -0.5 0.0 0.0
C -0.5 0.0 0.3
C -0.4 -0.4 -0.1
C -0.3 0.3 0.1
C 0.1 -0.1 0.5
C 0.1 0.4 -0.1
H 0.6 -0.6 0.0
H 0.1 0.4 0.1
H 0.1 -0.2 0.1
H -0.2 -0.1 -0.3
H 0.0 0.3 0.0
H -0.1 -0.1 -0.2
H -0.1 -0.1 0.3
H 0.1 0.3 -0.1
H 0.2 -0.2 -0.1
H 0.1 0.4 -0.2
H -0.2 0.0 0.2
H -0.3 0.0 -0.1
H 0.2 0.0 -0.1
H 0.1 0.1 0.1
H -0.3 0.0 0.0
H 0.1 0.1 -0.1
H 0.3 -0.2 -0.1
H -0.3 0.1 -0.2
H 0.0 0.0 0.2
H 0.2 0.1 0.0
H -0.2 0.0 0.1
H 0.2 -0.3 -0.1
H 0.2 0.2 -0.1
H -0.1 0.1 0.3
H 0.2 0.2 -0.1
H -0.2 -0.1 -0.2
H 0.1 0.1 0.2
H -0.3 0.0 -0.1
H 0.1 -0.2 -0.1
C -0.4 1.6 -0.9
C 0.2 -0.1 0.2
C -0.4 -0.2 0.1
C 0.4 -0.2 0.3
C -0.2 -0.1 0.0
C 0.4 0.0 0.4
S 0.3 -0.8 0.7
H -0.3 0.5 -1.4
H -0.5 0.1 -0.2
H -0.2 -0.3 0.2
H 0.1 -0.3 0.4
H 0.6 -0.1 0.2
H 0.1 0.2 -0.2
C 0.3 -0.5 0.6
O -0.2 1.9 -1.0
P -1.8 -1.1 1.9
O 1.2 -0.3 -1.2
C -0.3 0.0 0.5
O 0.6 -0.4 0.4
C 0.1 0.0 0.4
H -0.3 0.2 0.0
H 0.2 0.2 -0.2
H -0.1 0.0 -0.3
H 0.5 0.2 0.1
H -0.1 0.2 -0.3
H 0.2 -0.2 -0.1
H 0.0 0.3 0.0
H -0.4 0.0 -0.4
H 0.1 -0.3 0.3